# 1
DFT (ωB97M-V with the def2-TZVPD basis set) results for C3H3N3 in the gas phase at a distorted geometry.

Calculated values
HOMO level in eV: -9.19
E_LUMO in hartree: 0.0154

Each line ends with the Mulliken charge.
Cartesian coordinates (Å):
H (-1.8385, -0.9707, 0.2261)  0.212
H (-0.8540, -1.5939, -1.0055)  0.238
H (2.2133, -0.5295, 1.4206)  0.293
N (-1.1758, -0.7793, -0.5104)  -0.489
C (-0.5494, 1.5780, -0.2286)  0.304
C (1.0533, -0.1246, 0.0975)  0.433
C (-0.1908, 0.1880, -0.2160)  -0.073
N (2.1890, -0.4650, 0.4004)  -0.519
N (-0.8471, 2.6969, -0.1841)  -0.398

=====

# 2
DFT (ωB97M-V with the def2-TZVPD basis set) results for a molecular structure, C31H38BrN6O5ReS4 at a distorted geometry.

Calculated values
Multiplicity: 2
HOMO level (spin up / spin down) in eV: -4.46 / -4.86
<S²>: 0.764
E_LUMO (spin up / spin down) in hartree: 0.0712 / 0.0718
Charge: -1

Each line ends with the Mulliken charge.
Cartesian coordinates (Å):
H (-1.3400, 4.7267, 1.8743)  0.536
H (2.5550, -2.0016, 2.1755)  0.195
C (4.3577, 4.9079, -1.8633)  -0.064
S (2.1745, 0.4328, -1.1721)  -0.226
H (-2.2037, 3.6985, 0.7188)  0.270
C (-0.7521, -2.5444, -3.4184)  -0.328
H (-1.4829, -5.1287, 2.4524)  0.064
C (-3.5399, -5.6511, 2.8194)  -0.629
O (-2.8896, -1.8284, -0.6661)  -0.616
S (0.0938, -0.6713, 1.6308)  -0.388
C (-1.1603, -1.7098, -2.3148)  0.558
C (-4.7457, 1.3932, -1.1731)  -0.764
H (-2.7435, -7.0901, 1.4225)  0.286
C (-2.1786, -2.3614, -1.5306)  1.085
H (1.2598, 4.5360, 2.0258)  0.386
H (-4.4832, -5.1239, 2.9849)  0.330
C (-5.1747, 1.0630, 0.1073)  -0.374
H (-0.6770, -3.9019, 0.2850)  0.322
H (-4.4908, 0.5125, 2.0822)  0.477
C (4.3614, 6.6792, -0.2510)  -0.755
H (-3.7375, -3.1257, 1.9506)  0.489
C (-4.2112, 0.7520, 1.0699)  -1.304
C (1.1530, -2.9733, -0.1512)  -0.285
H (0.9403, 4.6088, -1.0997)  0.240
C (1.1787, 3.5968, 1.4853)  -1.529
H (0.0897, 5.7112, 0.0041)  0.411
C (-3.6430, -6.4917, 1.5518)  -1.013
N (3.3234, 2.8189, -1.4688)  -0.645
N (-0.1410, -3.0662, 0.4837)  0.427
N (3.7488, 3.7387, -2.3603)  0.554
H (1.0351, -3.0359, -1.2399)  0.106
C (5.4412, 7.2626, -0.8918)  -0.422
S (2.5916, 1.9805, -3.7827)  -0.123
C (-2.8896, 0.7480, 0.7124)  0.018
H (2.0826, 3.4165, 0.9083)  0.379
C (-2.1897, -3.7878, -1.9405)  0.097
C (3.4510, 3.5094, -3.6674)  0.251
H (-5.4453, 1.6598, -1.9474)  0.449
H (4.0443, -2.8921, 1.8539)  0.305
H (-2.1519, -1.6058, 2.4694)  0.396
C (2.7064, 1.8365, -2.0050)  -0.047
C (2.0616, -4.1098, 0.3196)  -1.105
C (-2.4059, -4.6275, 2.7518)  -0.143
H (5.8514, 8.1952, -0.5282)  0.371
H (2.7820, -5.0498, 2.1036)  0.413
H (-3.7628, -5.8673, 0.6716)  0.195
H (2.9875, 5.0313, -0.2332)  0.341
O (-0.6292, -0.6013, -1.9553)  -0.096
S (3.7565, 4.5100, -4.9299)  -0.393
H (1.5928, -2.0030, 0.0930)  -0.012
H (-0.8124, 4.7037, -1.1479)  0.357
H (-2.1000, 0.5232, 1.4147)  0.703
H (1.0680, 2.7788, 2.1919)  0.327
N (-1.8327, -2.3750, 1.9026)  0.193
C (-2.7301, -3.5024, 1.7631)  -0.236
C (3.0776, -2.9378, 2.3490)  -1.127
C (-1.3615, -3.9095, -3.1471)  0.441
N (-2.4633, 1.0456, -0.5289)  0.184
H (1.6189, -5.0602, 0.0076)  0.398
N (-0.0701, 2.3749, -0.1346)  0.433
H (6.8455, 7.0926, -2.4961)  0.362
H (-2.7168, -3.8787, 0.7382)  -0.440
C (3.8246, 5.4986, -0.7244)  0.217
Re (-0.2536, 0.8275, -0.9451)  0.114
C (-0.0411, 3.6072, 0.5445)  1.543
H (3.9226, 7.1511, 0.6162)  0.379
O (-2.7036, -4.7151, -1.2936)  -0.716
H (-1.3885, 2.9717, 2.1079)  0.290
H (5.8843, 4.9964, -3.3626)  0.449
C (-1.3343, 3.7654, 1.3690)  -1.676
Br (-2.7292, 1.9707, -3.1039)  -0.087
O (-0.0589, -2.2664, -4.3844)  -0.705
C (-3.3942, 1.3778, -1.4330)  0.144
C (2.2702, -4.1230, 1.8346)  -0.081
H (3.0230, -4.0101, -0.1855)  0.460
H (3.2420, -3.0359, 3.4205)  0.387
H (-3.3752, -6.3114, 3.6762)  0.331
C (-0.6790, -2.1390, 1.2726)  -0.374
H (1.2975, -4.1307, 2.3299)  0.010
C (5.9950, 6.6489, -2.0026)  -0.625
C (5.4613, 5.4704, -2.4927)  -0.383
O (-1.1243, -4.9266, -3.7886)  -0.643
H (-4.4968, -7.1626, 1.6147)  0.383
H (-2.2436, -4.1932, 3.7430)  0.337
H (-6.2243, 1.0551, 0.3479)  0.415
C (0.0521, 4.7422, -0.4897)  -1.459

=====

# 3
DFT (ωB97M-V with the def2-TZVPD basis set) results for C2H7NS2 in the gas phase.

Calculated values
HOMO level in eV: -8.64
E_LUMO in hartree: 0.0195

Each line ends with the Mulliken charge.
Cartesian coordinates (Å):
N (0.4571, -1.3415, -1.6722)  -0.620
C (-0.4136, -0.4678, -0.8765)  -0.377
H (-1.2723, -0.9943, -0.4606)  0.283
S (-0.5048, 1.7779, 0.6883)  -0.088
H (1.3512, 0.5527, -0.1741)  0.389
C (0.3721, 0.2647, 0.1978)  -0.652
H (0.5342, -0.3407, 1.0806)  0.430
S (0.2111, 1.9994, 2.6400)  -0.224
H (-0.8069, 0.3230, -1.5327)  0.232
H (1.1708, -1.7700, -1.0898)  0.232
H (-0.0968, -2.1301, -1.9935)  0.241
H (-1.0021, 2.1266, 3.1927)  0.155

=====

# 4
DFT (ωB97M-V with the def2-TZVPD basis set) results for a molecular structure, C13H14BBr27 at a distorted geometry.

Calculated values
HOMO level in eV: -9.21
E_LUMO in hartree: -0.0311

Each line ends with the Mulliken charge.
Cartesian coordinates (Å):
C (4.9323, 3.9589, -1.8562)  0.127
H (-0.5423, 4.5523, 0.9562)  0.347
Br (-3.3160, -7.3358, -0.5286)  -0.037
Br (5.6918, 3.2631, -5.5498)  0.057
Br (1.7814, 3.8291, 1.3912)  0.022
Br (5.0843, 4.5048, -0.0108)  -0.062
H (-1.8553, 1.1362, -1.4364)  -0.071
C (-3.5662, -0.4477, -0.7856)  -1.098
H (-3.3379, -4.9967, 6.8024)  0.276
Br (-0.7773, 3.8382, 3.3086)  -0.019
Br (-2.5485, -2.6549, 6.8391)  0.031
Br (-5.3028, -3.9147, 7.8480)  -0.005
H (-1.4960, -7.2619, 1.1470)  0.327
Br (-0.1508, 1.8825, 6.9121)  0.000
H (-2.3044, -2.8852, -5.0776)  0.360
C (8.0987, 6.6508, -3.6752)  -0.303
C (-4.6436, -0.9929, -0.8432)  0.448
Br (-2.1815, -4.1005, 3.6174)  -0.064
Br (6.1933, 6.7254, -3.9823)  -0.035
C (-1.5620, -6.8798, 0.1363)  -0.354
C (-3.1868, -3.1019, -4.4877)  -0.458
H (-4.0667, -2.5074, 3.4227)  0.407
H (-0.7014, -0.2944, 1.0405)  0.276
Br (-3.2641, -2.4196, 1.0768)  0.277
Br (-3.1326, -1.9731, -2.9044)  0.181
Br (-1.5804, 0.5163, 4.4049)  0.124
C (-0.9717, -0.5897, 0.0231)  -0.023
H (8.5062, 7.6045, -3.9835)  0.358
Br (-1.3148, -4.9703, 0.2345)  0.098
H (-5.4011, -1.7468, -0.7100)  0.466
C (-3.4212, -4.2200, 7.5529)  -0.273
Br (2.9153, 4.1265, -6.8679)  -0.026
Br (-5.1567, -4.5471, 2.5339)  -0.065
Br (6.4425, 2.8947, -2.4091)  -0.050
H (-0.8120, -2.1387, -1.3657)  0.060
Br (-3.1120, -4.9740, -4.0223)  -0.020
C (-1.7908, 1.1377, 6.2209)  -0.159
Br (8.5085, 6.4353, -1.8025)  -0.008
C (-0.3219, -1.6244, -0.5298)  -0.819
Br (-2.5403, -4.8673, 9.1423)  -0.027
B (-2.1112, 0.1597, -0.8242)  0.398
Br (3.2600, 3.0640, -2.2084)  0.006
C (4.7993, 3.8303, -7.1643)  -0.349
Br (-0.1644, -7.7359, -0.8859)  -0.041
Br (-4.7178, -2.6939, -5.5878)  -0.044
H (0.6413, -1.9679, -0.1358)  0.286
C (-3.7123, -3.2831, 2.7548)  -0.443
H (4.8854, 3.0226, -7.8794)  0.360
Br (-3.2633, 2.3740, 6.3818)  -0.002
Br (8.9461, 5.2963, -4.7557)  -0.007
H (4.9437, 4.8592, -2.4557)  -0.042
H (-2.0308, 0.2775, 6.8305)  0.038
Br (5.6544, 5.3740, -7.9484)  -0.028
C (-0.1391, 3.7032, 1.4929)  -0.466
Br (-0.7865, 2.1081, 0.6035)  0.069

=====

# 5
DFT (ωB97M-V with the def2-TZVPD basis set) results for C4H8O2 in the gas phase.

Calculated values
HOMO level in eV: -10.23
E_LUMO in hartree: 0.0421

Each line ends with the Mulliken charge.
Cartesian coordinates (Å):
C (2.0764, 1.2719, 0.5326)  -0.434
C (1.0672, 0.2580, 0.8104)  0.149
H (-2.5250, -1.3642, -1.2571)  0.363
H (-2.5519, 0.3511, -0.7861)  0.296
O (-0.2042, 0.4403, 0.3209)  -0.371
H (-0.2426, -0.4496, -1.5373)  0.256
C (-2.1573, -0.6360, -0.5262)  -1.170
H (1.1156, -0.3508, 1.7174)  0.434
O (2.0892, -0.0016, -0.1182)  -0.423
C (-0.6422, -0.6176, -0.5289)  -0.193
H (-0.2410, -1.5778, -0.1746)  0.327
H (2.8975, 1.4541, 1.2253)  0.255
H (-2.5419, -0.9050, 0.4628)  0.300
H (1.7879, 2.1043, -0.1054)  0.214

=====

# 6
DFT (ωB97M-V with the def2-TZVPD basis set) results for a molecular structure, C6H24F2HfN12O6 at a distorted geometry.

Calculated values
HOMO level in eV: -14.52
E_LUMO in hartree: -0.4626
Charge: +2

Each line ends with the Mulliken charge.
Cartesian coordinates (Å):
H (-5.5897, 14.4055, 4.3626)  0.225
F (-0.0019, 8.8223, -0.7833)  -0.563
O (-4.0852, 14.4871, -3.4663)  -0.475
H (-1.5906, 14.0119, 5.4963)  0.186
N (-4.9258, 14.5216, 3.6104)  -0.327
N (1.3754, 14.4250, 5.9051)  -0.385
H (-5.7628, 5.8096, 0.0174)  0.186
H (-3.4527, 16.7016, 2.2056)  0.250
O (-8.0564, 10.4207, 3.4272)  -0.533
H (-3.6329, 11.7001, -2.3396)  0.189
N (-3.3843, 12.5275, -2.8629)  -0.326
H (-2.7729, 12.5294, -3.6668)  0.252
C (-4.1826, 13.5552, -2.6907)  0.690
C (-4.7166, 15.7376, 3.2690)  0.788
N (-3.8235, 15.7708, 2.3327)  -0.377
H (-4.5693, 12.6864, -1.0245)  0.196
H (-4.3931, 13.7871, 3.1668)  0.145
O (-2.6887, 9.2636, 5.6985)  -0.655
N (-5.1850, 6.1457, 0.7746)  -0.369
H (-1.4179, 9.5913, 7.4514)  0.193
O (0.3350, 12.8992, 4.5941)  -0.651
H (-0.6636, 15.1787, 6.4383)  0.165
C (-4.0569, 6.6809, 0.5322)  0.726
C (-3.1549, 9.2008, 6.7915)  0.707
C (0.3695, 13.8082, 5.3487)  0.670
H (-4.4687, 9.1193, 8.1858)  0.173
Hf (0.0615, 9.1597, 2.6504)  1.757
N (-0.7077, 14.3925, 5.8058)  -0.371
H (-5.4026, 14.2474, -1.2916)  0.251
H (-5.5848, 6.3012, 1.6890)  0.238
H (1.2692, 15.2466, 6.4830)  0.184
N (-4.3726, 9.0881, 7.1808)  -0.343
N (-4.8853, 13.4425, -1.6149)  -0.352
H (-9.2399, 11.1714, 0.6809)  0.177
F (-2.5781, 11.1975, 1.6180)  -0.545
N (-7.2095, 10.4418, 1.3331)  -0.355
H (-7.3764, 10.8372, 0.4188)  0.184
H (-6.2598, 10.2633, 1.6271)  0.233
N (-3.9336, 6.8136, -0.6893)  -0.372
H (2.2662, 14.1758, 5.4996)  0.231
N (-9.2346, 11.2346, 1.6889)  -0.371
O (-5.2961, 16.7270, 3.7490)  -0.556
N (-2.3862, 9.5290, 7.7317)  -0.381
H (-5.1438, 8.8055, 6.5930)  0.219
C (-8.1525, 10.6567, 2.2310)  0.650
O (-3.1537, 6.9756, 1.2526)  -0.571
H (-2.7540, 9.7331, 8.6499)  0.166
H (-10.0969, 11.4128, 2.1836)  0.246
H (-4.6335, 6.4772, -1.3352)  0.161
H (-3.0257, 7.0730, -1.0479)  0.248
H (-3.3292, 14.9430, 2.0318)  0.194

=====

# 7
DFT (ωB97M-V with the def2-TZVPD basis set) results for 9 unconnected molecules or ions with the total composition C29H65N7O11 at a distorted geometry.

Calculated values
Multiplicity: 2
HOMO level (spin up / spin down) in eV: -10.92 / -10.92
<S²>: 0.778
E_LUMO (spin up / spin down) in hartree: -0.1390 / -0.3090
Charge: +1

Each line ends with the Mulliken charge.
Cartesian coordinates (Å):
H (-15.9041, -27.4639, -1.8029)  0.222
C (-8.3942, -28.0601, -7.8743)  0.772
H (-12.6155, -25.2374, 2.0629)  0.427
C (-12.6774, -32.6058, -3.0809)  -0.870
C (-8.4381, -28.7658, -9.2869)  -1.020
O (-9.3216, -27.2392, -7.7841)  -0.279
H (-14.4640, -25.8886, -4.7791)  0.394
H (-12.3253, -29.7495, -2.7576)  0.200
N (-12.7485, -31.3934, -3.9586)  0.169
H (-11.6580, -32.9465, -2.9001)  0.301
H (-13.1562, -24.9655, -3.9011)  -0.262
H (-4.6495, -28.8729, -5.0335)  0.299
O (-10.5835, -29.2327, -0.8674)  -0.668
H (-10.8724, -30.3535, -3.7093)  0.390
O (-15.4211, -24.1065, 0.6958)  -0.713
H (-13.2602, -22.3448, -3.9644)  0.254
C (-11.3676, -29.0822, 0.0604)  0.166
H (-10.9940, -22.1931, 4.4060)  0.357
H (-10.9994, -31.4898, -0.2921)  0.282
N (-12.0696, -23.7803, 3.3728)  0.306
C (-6.8915, -26.9112, -3.6099)  0.242
H (-9.1725, -25.3933, -6.5540)  0.460
H (-13.7171, -22.1601, -5.6716)  0.351
H (-4.6427, -25.5779, -3.1917)  0.223
H (-13.5490, -28.8692, 1.9326)  0.039
H (-11.6083, -26.3241, -6.9743)  0.354
H (-5.0986, -29.2777, -3.3144)  0.406
H (-11.6270, -28.0708, 0.4095)  0.396
O (-13.4703, -30.5310, -5.9518)  -0.547
C (-13.0112, -29.8150, 1.8673)  -0.712
H (-14.7057, -21.6467, -4.5502)  0.366
N (-11.9685, -30.0561, 0.7979)  0.187
H (-6.7660, -23.8509, -1.9336)  -0.067
H (-9.0255, -23.3137, 1.9349)  0.440
H (-12.4037, -32.1598, 0.8158)  0.337
C (-16.6163, -26.6794, -1.5470)  -0.402
C (-13.8808, -24.9700, -4.7153)  -0.592
H (-12.5896, -29.9940, 2.8564)  0.367
H (-11.1565, -26.0886, -5.2913)  -0.165
H (-8.7835, -26.7310, -5.8693)  -0.109
C (-13.4518, -31.3941, -5.1236)  0.134
O (-7.5387, -28.3679, -7.0506)  -0.617
N (-14.7126, -23.8079, -4.5353)  0.203
H (-17.6242, -27.0939, -1.5279)  0.409
H (-5.1819, -23.8026, -0.1445)  0.316
H (-8.8915, -29.7549, -9.2224)  0.267
H (-10.0183, -21.8106, 1.5764)  0.326
H (-13.3757, -24.9139, -5.6796)  0.446
H (-17.2764, -27.3034, 1.0483)  0.383
H (-12.0608, -22.8775, 5.3800)  0.398
H (-11.8528, -23.4827, -2.4032)  0.431
O (-7.4165, -23.0517, -0.0579)  -0.277
C (-5.3459, -28.7094, -4.2111)  -1.004
H (-11.0158, -27.7018, -5.8930)  0.180
H (-13.2745, -23.2716, 1.7238)  -0.015
H (-13.7922, -30.5703, 1.7798)  0.334
H (-7.6783, -27.6533, -3.8158)  0.288
C (-12.7074, -22.7960, 2.5239)  -0.446
H (-16.5726, -26.0274, -2.4194)  -0.120
C (-5.1629, -22.9551, -0.8297)  -1.301
C (-10.0172, -25.3535, -2.1267)  -0.728
H (-16.3171, -24.9234, -4.0057)  0.374
H (-13.1933, -32.4253, -2.1378)  0.295
H (-12.1855, -29.3622, -4.2794)  0.094
N (-11.3949, -25.3181, -1.7053)  0.587
H (-10.7825, -23.8691, 5.0878)  0.361
C (-6.6445, -22.9855, -1.2821)  0.312
H (-12.0880, -22.0646, 2.0048)  0.277
C (-12.2166, -26.3914, -1.7801)  0.091
H (-9.9167, -24.9661, -3.1405)  0.382
H (-15.5169, -27.0873, 1.2699)  0.048
O (-7.1175, -25.7892, -3.2344)  -0.682
C (-15.9851, -23.8958, -4.2202)  0.050
H (-11.6091, -27.2871, -1.9822)  0.181
H (-6.8746, -22.0499, -1.7918)  0.367
C (-11.6279, -31.4263, 0.5962)  -1.146
C (-12.0064, -25.1139, 2.9716)  0.238
N (-16.3591, -25.9375, -0.2909)  0.209
H (-4.3981, -26.9662, -2.1301)  0.328
C (-8.5129, -22.1778, 0.1592)  0.252
C (-9.5046, -26.4288, -6.6288)  -0.116
H (-14.0949, -32.2694, -4.9432)  0.219
O (-11.2690, -25.9033, 3.5866)  -0.430
H (-3.4276, -26.8124, -3.6215)  0.336
H (-16.0848, -24.2996, -1.3145)  0.477
H (-16.7567, -25.9620, 1.9265)  0.311
C (-14.0530, -22.5076, -4.6946)  -0.973
C (-11.4310, -23.1821, 4.5442)  -0.844
C (-16.4620, -26.5795, 1.0780)  -0.786
H (-9.4168, -24.6158, -1.5944)  -0.143
C (-4.4051, -26.6415, -3.1706)  -0.884
O (-8.8272, -21.1504, -0.4472)  -0.607
H (-8.9952, -28.1372, -9.9816)  0.299
H (-10.9491, -31.6378, 1.4223)  0.453
C (-9.4730, -22.6672, 1.1800)  -0.070
H (-11.5145, -23.5243, -0.5510)  -0.503
H (-13.0006, -24.0877, -1.2062)  -0.054
H (-9.5460, -26.3362, -2.1100)  0.302
H (-4.8490, -22.0822, -0.2573)  0.348
C (-10.9263, -26.6575, -6.1921)  -0.302
C (-11.9410, -23.9871, -1.4410)  -0.180
O (-16.6955, -22.9030, -3.9832)  -0.664
H (-13.4866, -22.2908, 3.0947)  0.374
H (-10.2005, -23.3177, 0.6945)  -0.281
H (-6.2872, -29.1705, -4.5103)  0.272
C (-11.9544, -30.2306, -3.6626)  -0.763
O (-13.4789, -26.3815, -1.6109)  -0.391
N (-5.6104, -27.3626, -3.7279)  0.107
H (-7.3815, -28.8352, -9.5453)  0.319
H (-13.3369, -33.4028, -3.4242)  0.342
C (-15.9012, -24.6703, -0.2942)  -0.064
H (-4.4511, -23.2824, -1.5875)  0.370